No. 1
36
Properties=species:S:1:pos:R:3:nbo_charge:R:1 method="wB97M-V/def2-TZVPD" charge=-2 e_lumo_ha=0.1410 e_above_lowest_kj_mol=0.0 gap_ev=4.7 spin_multiplicity=1 homo_energy_ev=-0.8427 fmax_ha_per_bohr=0.084
Pb 8.49 7.91 9.13 1.417
Cl 12.94 7.62 6.02 0.006
Cl 15.26 7.00 10.81 -0.023
Cl 12.59 7.69 12.18 -0.003
Cl 15.42 7.74 7.66 -0.046
S 6.14 4.26 6.54 0.353
O 8.81 10.16 9.15 -0.819
O 8.20 12.18 10.09 -0.680
O 7.51 6.25 10.96 -0.767
O 10.44 7.60 7.64 -0.788
O 6.45 6.12 12.92 -0.727
O 10.33 7.77 10.44 -0.807
N 8.20 5.11 7.85 -0.410
N 7.43 8.96 11.15 -0.459
C 8.18 10.95 10.01 0.757
C 7.56 4.72 5.68 -0.487
C 5.58 10.24 12.76 -0.204
C 7.27 10.26 11.03 0.092
C 13.85 7.37 9.90 -0.161
C 12.81 7.64 7.69 -0.222
C 13.92 7.55 8.49 -0.102
C 5.80 8.89 12.89 -0.237
C 6.93 6.75 11.97 0.732
C 12.63 7.62 10.49 -0.163
C 11.42 7.76 9.78 0.300
C 6.37 10.97 11.81 -0.225
C 8.59 5.16 6.52 -0.040
C 11.47 7.67 8.35 0.315
C 6.67 8.26 11.94 0.130
C 6.95 4.73 8.00 -0.143
H 4.87 10.81 13.36 0.197
H 6.27 12.08 11.77 0.233
H 5.33 8.19 13.62 0.246
H 9.54 5.63 6.24 0.259
H 6.47 4.68 8.97 0.250
H 7.61 4.71 4.59 0.225



No. 2
113
Properties=species:S:1:pos:R:3:mulliken_charge:R:1 method="wB97M-V/def2-TZVPD" charge=0 e_lumo_ha=-0.0102 e_above_lowest_kj_mol=445.7 gap_ev=8.7 spin_multiplicity=1 homo_energy_ev=-8.9916 fmax_ha_per_bohr=0.088
O 6.27 -2.08 -13.01 -0.201
O 1.81 4.88 -14.72 -0.542
O -0.96 1.07 -11.86 -0.486
O 6.27 2.06 -14.35 -0.546
O -0.02 2.23 -16.85 -0.699
O 5.15 -0.81 -16.10 -0.525
O 4.10 -0.48 -13.16 0.504
O 8.03 -5.75 -16.53 -0.572
O 4.17 2.52 -12.36 -0.758
O 2.56 -3.39 -16.56 -0.597
O -1.04 -2.69 -16.86 -0.540
O 0.28 1.35 -9.47 -0.854
O 2.00 -0.27 -11.67 3.299
O 1.51 -4.62 -11.73 -0.611
O 5.84 -5.02 -10.92 -0.659
O -0.64 -2.01 -12.76 -0.886
O 0.90 -3.92 -14.15 -0.628
O 1.52 -3.40 -8.37 -0.652
O -2.08 2.88 -13.88 -0.592
O 2.33 -0.99 -8.82 -0.669
O -0.40 -1.28 -10.08 -0.863
O 1.11 0.14 -16.09 -0.590
O 0.94 5.22 -11.85 -0.607
O 2.97 2.01 -9.94 -0.750
O 7.67 -2.14 -15.76 -0.577
O 4.50 -0.11 -10.53 -0.643
O 5.02 -5.45 -14.86 -0.345
C 1.14 -4.10 -9.56 -0.768
C 0.38 -1.01 -15.98 2.002
C 2.87 -0.84 -13.65 -0.167
C 3.67 -5.12 -15.22 -0.667
C 2.09 4.19 -13.54 -0.779
C 8.01 -3.51 -15.57 0.601
C 6.31 -2.85 -11.78 -0.248
C 0.95 4.04 -12.56 0.534
C 5.95 -4.28 -12.12 0.267
C 7.64 -4.39 -16.70 -0.466
C -0.20 -1.56 -17.24 -0.631
C 1.91 0.04 -13.07 2.526
C 3.78 -3.70 -15.92 0.880
C -0.40 2.80 -15.60 0.407
C -1.71 2.26 -15.09 -0.213
C 2.10 -3.87 -10.69 1.422
H 5.58 -2.37 -11.08 -0.068
H 6.91 2.41 -14.89 0.286
H 2.97 -0.97 -9.55 0.078
H 7.34 -6.33 -16.26 0.295
H 4.21 -3.01 -15.16 -0.523
H 2.99 -0.58 -14.70 0.869
H 1.90 -3.43 -15.83 0.001
H -0.36 1.75 -10.10 0.339
H 5.46 -1.16 -16.95 0.237
H 3.12 -5.04 -14.29 0.161
H 3.04 4.47 -13.00 0.337
H -1.13 -1.46 -13.36 0.222
H 0.49 -4.33 -14.91 0.431
H 1.14 -5.13 -9.20 0.360
H -1.62 0.53 -11.38 0.384
H 2.27 -2.87 -11.09 -0.926
H -0.37 0.39 -12.24 -0.329
H 0.13 5.67 -11.89 0.396
H 0.16 -3.88 -9.96 0.274
H 1.21 1.52 -9.77 0.495
H 0.23 -3.35 -13.79 0.179
H 4.87 -4.39 -12.53 -0.285
H 9.06 -3.60 -15.50 0.538
H 6.60 -4.82 -12.80 0.191
H 5.12 -0.26 -9.77 0.230
H 0.83 2.66 -17.12 0.351
H -0.11 3.85 -12.92 0.439
H 5.14 -6.40 -14.79 0.225
H -0.87 -1.71 -11.88 0.392
H 0.34 -1.59 -10.60 -0.162
H 3.60 2.28 -11.64 0.520
H -0.69 -0.83 -18.01 0.369
H 2.68 5.13 -15.06 0.359
H 2.96 -0.08 -11.43 -1.303
H 7.32 -2.71 -11.35 0.472
H 1.53 -4.16 -12.56 0.184
H 5.21 -5.73 -10.98 0.366
H 3.16 -5.75 -15.88 0.509
H -2.54 2.42 -15.80 0.307
H 6.00 1.38 -14.91 0.182
H 8.14 -4.06 -17.58 0.405
H 1.22 3.18 -11.87 -0.377
H 6.62 -4.35 -17.10 0.025
H -1.54 1.23 -14.95 -0.038
H 0.64 -1.92 -17.78 0.354
H 2.33 3.22 -13.92 0.383
H 3.41 1.21 -9.85 0.033
H 6.70 -1.21 -12.82 0.221
H 4.69 -0.01 -16.40 0.170
H 4.26 1.76 -12.93 0.272
H -0.19 -0.37 -10.04 0.582
H -0.57 3.87 -15.82 0.378
H 2.67 -1.99 -13.60 -1.015
H 1.63 -2.43 -8.45 0.468
H 7.51 -3.98 -14.73 -0.511
H 2.84 -0.76 -8.06 0.351
H -0.43 -0.86 -15.24 -0.538
H 4.55 -3.85 -16.67 0.315
H 3.60 2.52 -9.40 0.241
H 0.88 0.04 -13.52 -0.558
H 0.48 0.76 -16.37 0.385
H 6.69 -2.00 -15.64 0.278
H 2.15 1.08 -13.17 -0.900
H 4.69 -0.81 -13.86 -0.404
H 0.37 2.73 -14.77 -0.362
H 3.03 -4.39 -10.46 0.007
H -1.75 -2.64 -17.49 0.307
H 4.75 -0.48 -11.41 -0.259
H 1.02 -1.74 -15.52 -1.056
H -1.70 2.37 -13.17 0.352



No. 3
40
Properties=species:S:1:pos:R:3:lowdin_spin:R:1 method="wB97M-V/def2-TZVPD" charge=-2 e_lumo_ha="0.1628 / 0.1628" e_above_lowest_kj_mol=122.0 gap_ev="6.5 / 6.6" spin_multiplicity=2 homo_energy_ev="-2.0362 / -2.2071" fmax_ha_per_bohr=0.025 s_squared=0.755
Ti -0.58 0.34 -0.32 0.928
Cl -0.74 2.56 -3.02 0.000
Cl -2.35 4.28 -1.34 0.001
Cl -3.34 3.45 -3.94 0.000
S -1.61 -2.08 -0.32 -0.007
S 0.51 -0.64 -2.43 0.001
O -4.26 1.56 -1.89 0.019
O -2.18 0.99 -1.24 0.012
O 4.96 0.81 1.34 0.000
O 5.28 -1.22 2.18 0.000
O 0.93 1.64 -0.43 -0.007
O 3.07 2.11 0.08 0.007
N 1.01 -0.63 0.68 -0.003
N -2.85 -4.55 -2.77 0.002
N -0.40 -2.78 -5.30 -0.002
N 1.25 -1.83 1.19 0.003
C -0.23 1.57 2.63 -0.004
C -0.47 -2.41 -4.21 -0.001
C -2.22 -3.64 -2.44 0.000
C -1.42 -2.54 -1.99 0.004
C -1.25 1.70 1.67 0.002
C -3.06 1.71 -1.79 0.009
C -2.39 2.94 -2.53 0.000
C -0.35 0.31 3.25 0.000
C 2.13 0.05 0.74 0.017
C -0.56 -1.93 -2.86 -0.002
C -2.01 0.49 1.69 0.001
C 2.52 -1.94 1.59 0.013
C 2.07 1.39 0.10 0.004
C 4.55 -0.41 1.64 0.000
C -1.43 -0.36 2.66 -0.004
C 3.14 -0.73 1.33 0.003
H 0.49 -2.51 1.10 0.000
H -2.95 0.33 1.19 0.001
H -1.76 -1.36 2.88 0.000
H 2.91 -2.85 2.02 0.001
H 4.23 1.37 0.93 0.000
H -1.51 2.60 1.14 0.001
H 0.54 2.30 2.83 0.000
H 0.33 -0.10 3.98 0.000